Entry 1:
Entry from the OMol25 dataset: a molecular structure, C34H39Ge2N4OS3V in a non-equilibrium geometry (the ωB97M-V functional and the def2-TZVPD basis).

```
84
C34H39Ge2N4OS3V | the OMol25 dataset | the ωB97M-V functional and the def2-TZVPD basis
V 0.114 -0.364 0.073
C -2.896 2.126 2.212
C -2.073 1.540 1.103
N -1.064 0.771 1.364
N -0.782 0.601 2.731
C -0.254 -0.534 3.006
S 0.066 -1.811 1.836
S 0.296 -0.881 4.636
C -0.861 0.093 5.644
C -2.082 -0.682 6.041
C -2.141 -1.302 7.285
C -3.252 -2.045 7.654
C -4.318 -2.180 6.778
C -4.267 -1.569 5.533
C -3.155 -0.826 5.169
C -2.430 1.840 -0.289
C -3.287 2.922 -0.563
C -3.700 3.220 -1.842
C -3.287 2.414 -2.900
C -2.443 1.350 -2.675
C -1.982 1.066 -1.381
O -1.140 0.045 -1.255
H -2.961 1.431 3.043
H -3.895 2.376 1.874
H -2.418 3.030 2.600
H -1.095 1.003 5.095
H -0.286 0.378 6.526
H -1.311 -1.196 7.975
H -3.285 -2.514 8.628
H -5.186 -2.758 7.064
H -5.098 -1.666 4.847
H -3.120 -0.358 4.191
H -3.619 3.557 0.246
H -4.347 4.067 -2.019
H -3.624 2.628 -3.906
H -2.090 0.727 -3.485
S 1.330 -1.942 -1.488
C -0.122 -2.709 -1.979
N -0.970 -3.375 -1.197
C -2.016 -4.031 -1.984
C -1.918 -3.269 -3.315
N -0.566 -2.716 -3.233
H -0.708 -3.644 -0.263
H -2.990 -3.921 -1.514
H -1.789 -5.092 -2.105
H -2.649 -2.459 -3.367
H -2.034 -3.919 -4.178
H -0.155 -2.099 -3.913
C 0.875 3.544 -1.083
Ge 1.855 3.144 0.560
C 0.762 3.646 2.095
C 3.583 4.069 0.637
Ge 2.508 0.746 0.589
C 3.216 0.158 2.295
C 3.420 1.118 3.285
C 3.978 0.772 4.508
C 4.313 -0.547 4.764
C 4.088 -1.519 3.798
C 3.542 -1.171 2.575
C 3.714 0.317 -0.871
C 3.881 1.235 -1.908
C 4.783 0.996 -2.934
C 5.516 -0.180 -2.947
C 5.350 -1.112 -1.932
C 4.458 -0.865 -0.903
H 0.549 4.585 -1.052
H -0.018 2.924 -1.165
H 1.473 3.402 -1.981
H 0.798 4.734 2.179
H 1.106 3.213 3.033
H -0.271 3.346 1.945
H 3.380 5.141 0.586
H 4.237 3.801 -0.190
H 4.106 3.864 1.570
H 3.149 2.154 3.116
H 4.141 1.532 5.260
H 4.741 -0.823 5.718
H 4.333 -2.553 4.004
H 3.346 -1.950 1.849
H 3.309 2.156 -1.927
H 4.910 1.727 -3.722
H 6.218 -0.372 -3.748
H 5.922 -2.030 -1.941
H 4.356 -1.600 -0.116
```

Properties
- Gap between HOMO and LUMO (spin up / spin down): 7.4 / 5.9 eV
- 2S+1: 4
- Charge: +1

***

Entry 2:
Entry from the OMol25 dataset: a molecular structure, C34H39N5O3PSSc (the ωB97M-V functional and the def2-TZVPD basis).

```
84
C34H39N5O3PSSc | the OMol25 dataset | the ωB97M-V functional and the def2-TZVPD basis
Sc -0.027 -0.114 -0.061
O -1.672 -1.281 -0.715
C -2.214 -0.189 -1.069
O -1.911 0.853 -0.404
C -2.847 -0.048 -2.409
C -4.206 -0.050 -2.667
C -4.636 0.167 -3.970
C -3.718 0.393 -4.989
C -2.357 0.396 -4.718
C -1.907 0.169 -3.423
P -0.139 0.156 -2.963
C 0.498 1.680 -3.736
C -0.196 2.863 -3.460
C 0.258 4.078 -3.948
C 1.409 4.127 -4.727
C 2.092 2.958 -5.021
C 1.643 1.737 -4.526
C 0.589 -1.249 -3.847
C -0.173 -2.156 -4.576
C 0.431 -3.271 -5.150
C 1.793 -3.485 -5.004
C 2.561 -2.587 -4.271
C 1.957 -1.484 -3.687
H -4.921 -0.205 -1.870
H -5.695 0.171 -4.189
H -4.066 0.573 -5.997
H -1.646 0.583 -5.515
H -1.126 2.833 -2.899
H -0.297 4.984 -3.741
H 1.759 5.073 -5.119
H 2.972 2.989 -5.650
H 2.174 0.833 -4.793
H -1.237 -2.005 -4.703
H -0.169 -3.968 -5.721
H 2.259 -4.347 -5.463
H 3.625 -2.749 -4.158
H 2.551 -0.797 -3.100
N 0.628 -2.303 2.724
C -0.102 -1.184 3.089
C -0.288 -0.942 4.459
C -1.034 0.135 4.856
C -1.604 0.971 3.889
C -1.354 0.682 2.578
N -0.583 -0.359 2.164
C 0.527 -3.045 1.529
C 0.475 -4.431 1.625
C 0.509 -5.180 0.468
C 0.573 -4.528 -0.757
C 0.588 -3.154 -0.757
N 0.581 -2.410 0.364
H 0.860 -2.885 3.515
H 0.134 -1.627 5.183
H -1.194 0.323 5.910
H -2.233 1.808 4.153
H -1.781 1.286 1.791
H 0.408 -4.903 2.597
H 0.473 -6.261 0.521
H 0.596 -5.067 -1.693
H 0.624 -2.611 -1.693
N 0.257 2.304 -0.076
C 1.373 3.263 0.125
C 1.637 3.634 1.577
C 2.541 2.724 2.386
N 1.985 1.379 2.584
H -0.019 2.370 -1.056
H -0.566 2.657 0.410
H 1.133 4.175 -0.424
H 2.275 2.854 -0.338
H 0.677 3.784 2.090
H 2.114 4.616 1.573
H 2.766 3.225 3.332
H 3.494 2.619 1.860
H 1.114 1.456 3.102
H 2.603 0.859 3.201
C 3.940 -1.237 0.780
S 3.368 0.284 0.077
C 4.355 0.320 -1.393
O 1.960 -0.054 -0.440
H 3.714 -2.038 0.076
H 3.414 -1.384 1.722
H 5.013 -1.149 0.954
H 5.359 0.636 -1.106
H 3.909 1.065 -2.052
H 4.372 -0.664 -1.859
```

Properties
- Gap between HOMO and LUMO: 8.6 eV
- Charge: +2
- Relative energy (zero: lowest compared OMol25 entry of this formula, charge and spin): 18.9 kcal per mole

***

Entry 3:
Entry from the OMol25 dataset: a molecular structure, C34H40BF3GdN6P2Sb in a non-equilibrium geometry (the ωB97M-V functional and the def2-TZVPD basis).

```
88
C34H40BF3GdN6P2Sb | the OMol25 dataset | the ωB97M-V functional and the def2-TZVPD basis
Gd -0.304 0.914 -0.643
B -1.144 1.785 2.070
N -1.204 3.162 1.282
C -1.434 4.390 1.758
C -0.895 5.307 0.880
C -0.342 4.547 -0.143
N -0.557 3.247 0.087
N 0.357 1.512 2.403
C 1.023 1.842 3.507
C 2.354 1.991 3.213
C 2.423 1.739 1.836
N 1.221 1.436 1.345
H -1.817 1.885 3.048
H -1.534 0.950 1.242
H -1.885 4.538 2.712
H -0.909 6.385 0.964
H 0.187 4.860 -1.031
H 0.514 1.920 4.449
H 3.148 2.225 3.890
H 3.284 1.733 1.208
C -3.127 3.890 -1.552
P -3.114 2.099 -1.167
C -4.331 1.960 0.168
C -3.864 1.310 -2.618
C -5.242 1.087 -2.669
C -5.832 0.582 -3.815
C -5.050 0.215 -4.904
C -3.668 0.355 -4.851
C -3.069 0.908 -3.719
P -1.266 1.214 -3.674
C -0.583 0.071 -4.966
C -0.985 2.836 -4.491
H -4.146 4.136 -1.856
H -2.475 4.119 -2.384
H -2.848 4.486 -0.689
H -5.262 2.462 -0.124
H -3.954 2.410 1.074
H -4.526 0.903 0.352
H -5.866 1.336 -1.830
H -6.905 0.438 -3.844
H -5.516 -0.144 -5.799
H -3.081 0.009 -5.676
H -0.850 -0.968 -4.738
H 0.493 0.207 -5.005
H -0.979 0.290 -5.960
H -1.548 2.891 -5.422
H 0.077 2.960 -4.693
H -1.286 3.678 -3.859
N 1.005 -0.681 -2.107
N -0.246 -1.380 -1.994
H 1.284 -0.565 -3.072
H 1.748 -1.222 -1.622
H -0.079 -2.271 -1.536
H -0.654 -1.557 -2.902
F 6.872 -1.667 -0.892
C 5.616 -1.664 -0.483
C 5.136 -2.783 0.153
C 3.794 -2.794 0.533
C 2.972 -1.689 0.335
C 3.512 -0.551 -0.295
C 4.833 -0.534 -0.729
Sb 1.057 -1.668 1.280
C 0.770 -3.763 1.360
C 0.131 -4.483 0.354
C 0.102 -5.881 0.362
C 0.681 -6.533 1.442
F 0.682 -7.875 1.455
C 1.288 -5.854 2.476
C 1.322 -4.463 2.443
C 1.690 -1.403 3.246
C 3.037 -1.193 3.534
C 3.489 -1.105 4.840
C 2.570 -1.308 5.841
F 3.001 -1.267 7.100
C 1.215 -1.555 5.616
C 0.792 -1.564 4.299
H 5.797 -3.625 0.302
H 3.375 -3.680 0.996
H 2.896 0.329 -0.456
H 5.268 0.322 -1.218
H -0.363 -3.990 -0.480
H -0.362 -6.449 -0.450
H 1.716 -6.395 3.298
H 1.821 -3.931 3.244
H 3.756 -1.060 2.745
H 4.520 -0.923 5.071
H 0.536 -1.718 6.440
H -0.265 -1.718 4.104
```

Properties
- Gap between HOMO and LUMO (spin up / spin down): 7.2 / 7.6 eV
- 2S+1: 8
- Charge: +2
- Relative energy (zero: lowest compared OMol25 entry of this formula, charge and spin): 69.7 kcal per mole

***

Entry 4:
Entry from the OMol25 dataset: a molecular structure, C34H40BN8Pb (the ωB97M-V functional and the def2-TZVPD basis).

```
84
C34H40BN8Pb | the OMol25 dataset | the ωB97M-V functional and the def2-TZVPD basis
Pb -0.036 0.185 -1.132
C -1.549 0.297 3.148
C -2.701 -0.619 2.774
C -2.433 -1.992 2.203
C -3.530 -2.810 1.931
C -3.324 -4.072 1.414
C -2.021 -4.494 1.182
C -0.996 -3.623 1.485
N -1.186 -2.396 1.983
N -0.651 0.864 2.017
C 0.663 0.101 2.135
C 1.965 0.664 1.636
C 2.952 1.028 2.540
C 4.163 1.505 2.056
C 4.348 1.605 0.688
C 3.314 1.203 -0.144
N 2.161 0.738 0.319
C 0.328 3.126 1.140
C -0.336 3.488 -0.171
C -1.023 4.692 -0.277
C -1.550 5.086 -1.493
C -1.359 4.277 -2.600
C -0.666 3.097 -2.425
N -0.169 2.701 -1.248
H -0.892 -0.195 3.858
H -1.977 1.176 3.622
H -3.403 -0.104 2.125
H -3.238 -0.764 3.719
H -4.530 -2.441 2.117
H -4.162 -4.719 1.192
H -1.805 -5.475 0.783
H 0.037 -3.916 1.323
H 0.442 -0.880 1.717
H 0.800 -0.047 3.202
H 2.775 0.946 3.604
H 4.947 1.800 2.741
H 5.270 1.980 0.267
H 3.413 1.260 -1.221
H 1.274 2.660 0.919
H 0.583 4.078 1.615
H -1.138 5.307 0.603
H -2.091 6.019 -1.577
H -1.740 4.541 -3.575
H -0.512 2.428 -3.262
C 0.974 -3.462 -3.349
C 2.012 -2.951 -2.389
C 2.981 -2.046 -2.811
C 3.955 -1.570 -1.940
C 5.053 -0.675 -2.447
C 3.918 -1.977 -0.611
C 2.947 -2.860 -0.150
C 2.928 -3.295 1.291
C 2.013 -3.354 -1.058
H 1.380 -3.568 -4.354
H 0.124 -2.775 -3.410
H 0.584 -4.430 -3.034
H 3.000 -1.725 -3.848
H 5.616 -1.167 -3.241
H 5.755 -0.420 -1.653
H 4.663 0.253 -2.872
H 4.675 -1.615 0.078
H 2.015 -2.970 1.796
H 3.774 -2.880 1.839
H 2.975 -4.381 1.376
H 1.286 -4.092 -0.731
B -3.616 0.739 -0.218
N -2.444 1.416 0.542
C -2.714 2.455 1.368
C -1.864 2.958 2.287
C -0.491 2.409 2.240
N -1.237 0.666 0.714
N -3.332 0.648 -1.761
C -4.249 0.604 -2.729
C -3.624 0.287 -3.930
C -2.287 0.146 -3.585
N -2.129 0.372 -2.272
H -3.833 -0.385 0.169
H -4.579 1.454 -0.108
H -3.728 2.818 1.271
H -2.168 3.691 3.016
H 0.049 2.504 3.186
H -5.284 0.792 -2.501
H -4.075 0.177 -4.899
H -1.437 -0.093 -4.206
```

Properties
- Gap between HOMO and LUMO: 7.1 eV
- Charge: +1
- Relative energy (zero: lowest compared OMol25 entry of this formula, charge and spin): 13.3 kcal per mole

***

Entry 5:
Entry from the OMol25 dataset: a molecular structure, C34H40BN8Pb (the ωB97M-V functional and the def2-TZVPD basis).

```
84
C34H40BN8Pb | the OMol25 dataset | the ωB97M-V functional and the def2-TZVPD basis
Pb -0.631 0.241 0.298
C 0.607 0.310 -2.924
C 1.957 1.013 -2.856
C 2.602 1.210 -1.507
C 3.965 1.741 -1.518
C 4.695 1.745 -0.395
C 4.102 1.440 0.903
C 2.649 0.917 0.812
N 2.020 0.779 -0.455
N -0.560 0.996 -2.333
C -1.797 0.548 -2.979
C -2.239 -0.847 -2.641
C -2.544 -1.762 -3.636
C -3.087 -2.988 -3.277
C -3.297 -3.259 -1.937
C -2.935 -2.296 -1.007
N -2.423 -1.117 -1.347
C -0.512 2.448 -2.357
C -1.505 3.064 -1.400
C -2.015 4.331 -1.647
C -2.849 4.915 -0.711
C -3.147 4.217 0.448
C -2.605 2.958 0.618
N -1.813 2.384 -0.294
H 0.682 -0.672 -2.447
H 0.408 0.128 -3.990
H 1.943 1.963 -3.399
H 2.645 0.391 -3.440
H 4.412 1.983 -2.473
H 5.758 1.954 -0.440
H 4.745 1.018 1.666
H 2.353 0.150 1.517
H -1.706 0.646 -4.070
H -2.602 1.218 -2.665
H -2.374 -1.513 -4.675
H -3.345 -3.716 -4.034
H -3.725 -4.195 -1.610
H -3.055 -2.479 0.055
H -0.695 2.856 -3.363
H 0.480 2.784 -2.054
H -1.754 4.846 -2.562
H -3.258 5.902 -0.881
H -3.787 4.634 1.213
H -2.801 2.381 1.510
C -1.127 -4.664 0.667
C 0.111 -3.824 0.516
C 0.657 -3.563 -0.737
C 1.857 -2.873 -0.869
C 2.490 -2.663 -2.217
C 2.502 -2.429 0.281
C 1.972 -2.660 1.545
C 2.700 -2.217 2.784
C 0.768 -3.348 1.644
H -0.873 -5.644 1.073
H -1.618 -4.825 -0.292
H -1.842 -4.211 1.356
H 0.153 -3.929 -1.627
H 3.045 -1.724 -2.247
H 1.748 -2.658 -3.017
H 3.198 -3.463 -2.441
H 3.439 -1.889 0.190
H 3.490 -1.502 2.549
H 3.174 -3.068 3.277
H 2.022 -1.757 3.504
H 0.343 -3.534 2.625
B -0.351 0.595 3.816
N -1.836 0.576 3.393
C -2.888 0.760 4.206
C -4.048 0.454 3.519
C -3.599 0.069 2.255
N -2.271 0.143 2.191
N 0.467 1.655 2.937
C 1.654 2.208 3.552
C 2.751 2.459 2.843
C 2.928 2.261 1.382
N 0.230 1.957 1.766
H -0.302 0.968 4.956
H 0.187 -0.472 3.641
H -2.732 1.083 5.221
H -5.059 0.493 3.885
H -4.165 -0.238 1.389
H 1.605 2.299 4.626
H 3.612 2.817 3.400
H 2.648 3.089 0.742
```

Properties
- Gap between HOMO and LUMO: 7.9 eV
- Charge: +1
- Relative energy (zero: lowest compared OMol25 entry of this formula, charge and spin): 3.9 kcal per mole